Record 1
Below is a 2-piece molecular cluster, C4H7N3O overall at a distorted geometry, with properties calculated with ωB97M-V/def2-TZVPD.

```
15
Properties=species:S:1:pos:R:3:forces:R:3
C 1.50253 -0.36707 0.44720 -1.53 0.61 -3.82
C 0.23992 0.35924 0.48088 3.24 -2.96 4.41
C -1.89083 -0.61688 -0.15318 1.02 -1.45 0.47
C 0.25271 -0.83041 -0.29827 0.98 -0.60 -1.52
H 3.40851 0.11938 0.06419 -4.62 -0.07 -3.90
H 1.97028 -0.69577 1.27355 1.35 -1.33 2.75
H -0.24450 0.07950 1.37767 -0.42 0.04 1.57
H -0.12229 1.25158 -1.13682 1.39 2.32 2.81
H -2.17502 1.34176 0.32256 -0.18 -0.93 -1.62
H -3.03031 -0.89356 0.14479 2.87 0.98 -1.17
H 0.62645 -0.43765 -1.28289 -1.21 -1.43 -0.10
N -0.32036 1.42265 -0.03748 0.04 3.03 -7.16
N -1.56321 0.81855 -0.36568 -7.17 -0.47 2.79
N -0.95528 -1.56998 -0.18960 -3.04 1.67 0.19
O 2.30140 0.01867 -0.64693 7.26 0.60 4.29
```
Positions in Å, forces in eV/Å.

For the energy above the lowest of the compared OMol25 structures with the same formula, charge and spin, the calculation gives 214.8 kcal per mole. The spin multiplicity is 1. Its HOMO energy is -0.3170 hartree. As for the net charge: 0. The value obtained for the HOMO-LUMO gap is 0.319 hartree.

---

Record 2
Below is C6H10O as an isolated structure at a distorted geometry, with properties calculated with ωB97M-V/def2-TZVPD.

```
17
Properties=species:S:1:pos:R:3:forces:R:3
C -1.75707 -0.09133 0.60356 -0.78 1.32 0.36
C -1.27680 0.87830 -0.19678 -1.19 -0.24 0.65
C 0.01194 1.58937 0.03725 0.16 -0.16 -0.18
C 0.71873 0.67783 -0.91868 0.85 -0.48 -0.04
C 1.31388 -0.51271 -0.63882 0.63 1.12 -0.25
C 1.69279 -0.98695 0.70337 -0.32 0.04 0.28
O 1.33751 -0.50153 1.76236 0.18 -0.20 -0.51
H -1.37867 -0.22834 1.61289 0.23 -0.18 -0.25
H -0.90614 -1.58715 0.01772 1.43 -1.19 -0.72
H -2.74286 -0.50242 0.40185 0.24 -0.19 -0.13
H -1.81654 1.09323 -1.11699 0.18 0.01 0.02
H -0.01668 2.63175 -0.29528 0.09 -0.24 0.02
H 0.35258 1.50095 1.06806 -0.02 -0.01 -0.20
H 0.60889 0.94354 -1.97175 0.06 -0.08 0.18
H 1.75463 -1.06274 -1.46873 -0.22 -0.05 0.13
H -0.23682 -1.95037 -0.29499 -1.45 0.37 0.59
H 2.34062 -1.89143 0.69496 -0.06 0.18 0.05
```
Positions in Å, forces in eV/Å.

For the energy above the lowest of the compared OMol25 structures with the same formula, charge and spin, the calculation gives 70.5 kcal per mole. The spin multiplicity is 1. Its HOMO energy is -0.3372 hartree. As for the net charge: 0. The value obtained for the HOMO-LUMO gap is 0.348 hartree.

---

Record 3
Below is a 2-piece molecular cluster, H5PSi overall at a distorted geometry, with properties calculated with ωB97M-V/def2-TZVPD.

```
7
Properties=species:S:1:pos:R:3:forces:R:3
Si -1.69292 -0.45376 -0.44374 1.37 0.99 1.82
P 2.41680 -0.16698 0.38100 0.21 0.25 -0.33
H -1.27067 -0.99053 -1.67214 0.05 -0.73 -1.27
H -3.06868 -0.41207 -0.00612 -0.47 -0.29 0.04
H -0.60646 -0.66604 0.62130 -1.02 0.02 -0.57
H 1.60402 -0.72267 -0.63805 0.06 -0.01 -0.02
H 1.73844 -0.89676 1.35914 -0.18 -0.24 0.33
```
Positions in Å, forces in eV/Å.

For the energy above the lowest of the compared OMol25 structures with the same formula, charge and spin, the calculation gives 76.4 kcal per mole. The spin multiplicity is 1. Its HOMO energy (alpha / beta) is -0.3298 / -0.2797 hartree. As for the net charge: 0. The value obtained for the HOMO-LUMO gap (alpha / beta) is 0.307 / 0.233 hartree.

---

Record 4
Below is a 3-piece molecular cluster, C5H8O overall at a distorted geometry, with properties calculated with ωB97M-V/def2-TZVPD.

```
14
Properties=species:S:1:pos:R:3:forces:R:3
O -2.12487 1.99510 0.61475 0.13 -0.87 -0.31
C -2.10038 0.90647 0.28912 -0.81 1.54 0.63
C -0.10554 -0.37266 0.95591 0.44 -0.45 0.30
C 0.94129 0.66406 0.60795 0.14 0.17 0.14
C 1.25780 -0.23492 -0.62716 0.20 -0.05 -0.10
C 0.19888 -1.16481 -0.07931 0.32 -0.23 0.47
H -1.77945 -0.26574 -1.37819 -0.03 -0.28 -0.53
H -0.71286 -0.51908 1.84230 0.05 0.02 -0.11
H 0.63395 1.69604 0.39672 -0.05 -0.24 0.04
H 1.74431 0.68064 1.34884 0.06 0.13 -0.12
H 1.08073 0.23375 -1.60377 -0.07 -0.16 0.19
H 2.25706 -0.67850 -0.62217 0.00 0.16 -0.04
H -1.21518 -0.75693 -1.40977 -0.35 0.09 -0.51
H -0.07575 -2.18342 -0.33524 -0.04 0.17 -0.03
```
Positions in Å, forces in eV/Å.

For the energy above the lowest of the compared OMol25 structures with the same formula, charge and spin, the calculation gives 85.8 kcal per mole. The spin multiplicity is 1. Its HOMO energy is -0.3393 hartree. As for the net charge: 0. The value obtained for the HOMO-LUMO gap is 0.380 hartree.